# C24H29N5O4

C24H29N5O4 in the gas phase at a distorted geometry (the ωB97M-V functional and the def2-TZVPD basis, the OMol25 dataset).

Each line ends with the natural charge from an NBO analysis.
Geometry (Å):
C (-8.86, -1.63, -1.29)  -0.634
C (-8.30, -0.23, -1.43)  -0.076
O (-7.06, -0.09, -0.73)  -0.514
C (-5.95, -0.49, -1.36)  0.806
O (-5.94, -0.94, -2.48)  -0.613
C (-4.73, -0.31, -0.47)  -0.318
C (-3.45, -0.76, -1.18)  -0.398
C (-3.07, 0.20, -2.32)  -0.225
N (-2.97, 1.55, -1.81)  -0.434
C (-1.87, 2.33, -1.73)  0.672
O (-1.88, 3.39, -1.13)  -0.623
C (-0.60, 1.87, -2.46)  -0.315
N (0.27, 1.13, -1.58)  -0.239
N (-0.20, -0.06, -1.15)  -0.270
C (0.48, -0.79, -0.35)  0.398
C (-0.02, -2.11, 0.12)  -0.653
N (1.70, -0.37, 0.10)  -0.159
N (2.50, -1.01, 0.94)  -0.261
C (3.58, -0.24, 1.09)  0.131
C (4.67, -0.65, 1.96)  -0.027
C (5.82, 0.13, 2.10)  -0.185
C (6.84, -0.27, 2.93)  -0.222
C (6.75, -1.45, 3.66)  0.007
C (7.88, -1.91, 4.53)  -0.419
C (8.86, -2.78, 3.73)  -0.592
C (5.60, -2.23, 3.52)  -0.208
C (4.58, -1.84, 2.69)  -0.192
C (3.47, 0.93, 0.31)  -0.262
C (2.24, 0.82, -0.31)  0.042
C (1.51, 1.66, -1.25)  0.622
O (1.91, 2.70, -1.72)  -0.587
C (-4.20, 2.02, -1.21)  -0.232
C (-4.59, 1.15, -0.02)  -0.401
H (-8.98, -1.89, -0.24)  0.210
H (-9.83, -1.69, -1.77)  0.218
H (-8.19, -2.35, -1.75)  0.222
H (-8.14, 0.01, -2.48)  0.198
H (-8.96, 0.51, -0.97)  0.190
H (-4.90, -0.94, 0.41)  0.236
H (-3.59, -1.75, -1.60)  0.224
H (-2.63, -0.78, -0.46)  0.215
H (-2.12, -0.12, -2.73)  0.225
H (-3.84, 0.17, -3.09)  0.212
H (-0.83, 1.29, -3.35)  0.208
H (-0.05, 2.78, -2.73)  0.278
H (-0.86, -2.43, -0.49)  0.239
H (-0.32, -2.04, 1.16)  0.237
H (0.79, -2.84, 0.06)  0.244
H (5.92, 1.05, 1.55)  0.209
H (7.73, 0.34, 3.03)  0.211
H (7.49, -2.48, 5.37)  0.208
H (8.42, -1.04, 4.93)  0.208
H (9.26, -2.22, 2.90)  0.206
H (9.68, -3.11, 4.36)  0.208
H (8.34, -3.66, 3.34)  0.206
H (5.52, -3.15, 4.08)  0.209
H (3.69, -2.43, 2.58)  0.228
H (4.16, 1.74, 0.22)  0.244
H (-4.05, 3.05, -0.89)  0.255
H (-4.99, 1.99, -1.97)  0.188
H (-5.53, 1.50, 0.41)  0.228
H (-3.81, 1.21, 0.74)  0.215

Results
- HOMO: -0.307 hartree
- Multiplicity: 1
- Kohn-Sham gap: 8.7 eV
- Energy above the lowest of the compared OMol25 structures with the same formula, charge and spin: 198.6 kJ/mol
- SMILES: CCOC(=O)C1CCN(C(=O)Cn2nc(C)n3nc(-c4ccc(CC)cc4)cc3c2=O)CC1